# 1
Density functional theory data (ωB97M-V/def2-TZVPD) for a molecular structure, C6H12ClFeO16S3Ti.

As for the spin multiplicity: 8. The charge is +2. As for the expectation value of S²: 15.75. For the LUMO energy (alpha / beta), the calculation gives -9.637 / -9.390 eV. Its orbital gap (alpha / beta) is 0.21062 / 0.22013 Ha. The value obtained for the strongest force on any atom is 5.31 eV/A. The value obtained for the highest occupied orbital energy (alpha / beta) is -15.37 / -15.38 eV.

XYZ file:
```
40
Properties=species:S:1:pos:R:3:forces:R:3:lowdin_spin:R:1
Fe 17.1276 11.2006 -6.8008 0.3333 0.2295 0.2201 4.750
Ti 21.8335 14.2892 -3.2934 -0.4876 -2.4660 -0.8631 1.982
Cl 19.7708 13.0533 -4.9250 -0.3051 -1.3930 -1.4058 0.028
O 20.3569 14.1056 -5.6756 0.0623 1.7677 -0.4391 0.014
O 20.7426 12.0802 -4.7565 2.7532 -1.9402 0.9780 0.004
O 19.3623 13.5188 -3.6514 0.1071 1.8645 2.6212 0.010
O 18.6570 12.4181 -5.5457 -1.7697 0.1991 -1.2512 0.198
C 22.4448 11.0772 -7.8442 1.4010 2.2881 -0.1002 0.000
C 23.7339 11.0814 -8.6826 0.6758 -1.1260 1.1222 0.000
O 23.8820 9.6878 -8.9109 0.3866 -1.8836 -0.3642 0.000
S 23.3977 8.7267 -7.6492 2.5940 -0.3851 -0.8854 0.000
O 24.4822 8.6599 -6.6204 -3.4051 0.6083 -2.5826 0.000
O 22.9028 7.4710 -8.2094 0.4550 3.0781 1.4713 0.000
O 22.2325 9.8398 -7.2828 -0.0670 -3.0906 0.7564 0.001
H 21.6392 11.3904 -8.5083 -0.3903 -0.0338 0.5927 0.000
H 22.7106 11.6919 -6.9842 -0.9442 0.8764 -0.2057 0.000
H 24.6259 11.3791 -8.1314 -0.1539 0.3012 0.3641 0.000
H 23.7378 11.6945 -9.5837 -0.4602 -0.6420 -0.2513 0.000
C 24.9397 8.8948 -3.3584 -0.2542 -1.7646 -0.2881 0.000
C 26.0132 9.7406 -2.7443 0.7349 -0.0043 -0.5472 0.000
O 25.4126 10.9878 -2.5958 -3.0742 3.5109 0.1712 0.000
S 24.3003 11.3534 -3.7966 2.8892 -3.6171 2.6048 0.001
O 25.0652 12.0221 -4.8022 -1.7685 0.1744 0.0650 0.000
O 23.0845 11.9854 -3.1902 1.4721 0.3385 -1.1078 0.007
O 24.0744 9.7637 -4.1088 -1.0707 3.1145 -0.5734 0.000
H 24.2934 8.3257 -2.6901 0.0818 0.4687 0.4473 0.000
H 25.3210 8.1466 -4.0533 0.1291 0.3348 -0.2603 0.000
H 26.8554 9.9675 -3.3980 0.2282 -0.8755 -0.1274 0.000
H 26.3582 9.4144 -1.7631 -0.1471 -0.0773 -0.1385 0.000
C 19.2070 11.1086 -0.9646 -0.4038 -0.7560 0.4919 0.000
C 18.4232 10.3458 -2.0128 -2.1305 -0.2616 0.0620 0.001
O 19.1684 9.2823 -2.4865 3.4274 -2.0444 0.4302 0.001
S 20.4938 9.0058 -1.4559 1.5947 0.4893 0.1111 0.000
O 21.7351 8.6551 -2.2216 -4.2505 1.1166 2.2031 0.000
O 20.1126 8.3038 -0.2184 0.6741 1.5973 -3.3762 0.000
O 20.5669 10.6792 -1.1022 0.0609 -1.2399 -0.4922 0.000
H 18.8222 10.7525 -0.0090 0.2340 0.4217 0.2719 0.000
H 19.0313 12.1793 -1.0683 0.7072 -0.0209 0.0663 0.000
H 18.0497 10.8973 -2.8756 0.3989 0.3334 -0.0449 0.001
H 17.5527 9.8664 -1.5651 -0.3181 0.5088 0.2537 0.000
```
Positions in Å, forces in eV/Å.


# 2
Density functional theory data (ωB97M-V/def2-TZVPD) for 2 unconnected molecules or ions with the total composition C6H12ClN3O.

The charge is +2. For the LUMO energy, the calculation gives -8.456 eV. Its orbital gap is 0.29105 Ha. The value obtained for the strongest force on any atom is 3.68 eV/A. The value obtained for the highest occupied orbital energy is -16.38 eV.

XYZ file:
```
23
Properties=species:S:1:pos:R:3:forces:R:3:lowdin_charge:R:1
C 3.2127 0.1785 0.1609 0.8978 -0.9097 -0.3417 -0.047
C 0.8310 -0.3643 0.2646 -0.8839 -0.5181 -0.2570 -0.090
C -2.5496 -1.2625 -0.3892 -2.8469 1.1666 1.4613 -0.071
C -2.1838 0.0459 0.2316 0.7643 0.1981 1.2383 -0.298
C -3.4911 -0.0996 -0.6481 1.7620 0.8066 -0.1676 -0.581
C -1.1359 0.8401 -0.2830 0.7163 0.0358 -1.5508 -0.122
N 4.1747 0.9276 -0.3573 -2.2271 2.1765 1.3631 0.223
N 0.9536 -1.6143 0.6036 0.3176 1.9076 -0.2166 0.211
N 1.8916 0.5054 0.2460 2.1039 -0.1076 -0.6429 0.085
O -0.5854 1.9352 0.2170 -1.1211 0.7757 2.0745 0.045
Cl -4.9419 0.1907 0.2298 -0.1071 -0.3827 -0.1380 0.754
H 3.5436 -0.8734 0.4758 -0.6485 1.6234 -0.5869 0.193
H -1.9967 -1.7633 -1.0836 1.4662 -0.6278 -2.3835 0.092
H -2.9299 -1.9723 0.3298 -0.2208 0.0752 0.2681 0.131
H -2.2327 0.0837 1.2947 -0.7087 0.0969 0.7449 0.146
H -3.3730 0.5718 -1.5329 -0.4165 -1.2190 0.4480 0.132
H -1.0596 0.6895 -1.4158 0.6827 0.8112 1.5716 0.190
H 5.0569 0.4682 -0.4236 0.9593 0.0981 -0.0720 0.134
H 4.1411 2.0398 -0.4070 0.0190 -3.1867 -0.2288 0.237
H 0.0635 -2.0358 0.5611 -0.6809 -1.4360 0.2383 0.105
H 1.7603 -2.0945 0.9623 0.1489 -0.4540 0.1932 0.133
H 1.6525 1.3443 -0.2576 -0.2001 0.7023 0.2805 0.144
H -0.8017 2.2595 1.2208 0.2238 -1.6323 -3.2959 0.256
```
Positions in Å, forces in eV/Å.


# 3
Density functional theory data (ωB97M-V/def2-TZVPD) for a single C6H12ClNSi molecule.

The charge is 0. The SMILES is C[Si](C)(Cl)CCCC#N. For the LUMO energy, the calculation gives 0.552 eV. Its orbital gap is 0.40410 Ha. The value obtained for the strongest force on any atom is 6.39 eV/A. The value obtained for the highest occupied orbital energy is -10.44 eV.

XYZ file:
```
21
Properties=species:S:1:pos:R:3:forces:R:3:lowdin_charge:R:1
C -2.7636 -0.1105 -1.4493 0.4269 -0.1582 -1.0959 -0.210
Si -0.8906 -0.3126 -1.0892 0.0427 -1.2604 0.7394 0.241
C -0.3355 -1.9118 -0.2632 -0.4515 -1.1702 -0.9548 -0.252
Cl 0.1186 -0.5625 -2.9463 -0.3472 0.7715 0.5035 0.246
C -0.3275 1.0820 0.1464 -1.0653 -0.3177 -1.2658 -0.276
C 0.7005 0.8152 1.2115 0.6433 -1.2920 2.5414 -0.270
C 2.1861 0.5501 0.8111 -2.9970 1.4133 -3.4877 -0.216
C 3.0938 0.6847 1.8388 4.4854 -0.7998 4.4767 -0.255
N 3.9283 0.6710 2.6690 -2.4532 0.3297 -2.2038 0.155
H -3.3231 -0.8712 -2.0496 0.8406 0.0374 0.8085 0.045
H -2.7157 0.6886 -2.1995 -0.2776 0.4757 0.3147 0.015
H -3.3854 0.1910 -0.6009 0.2856 0.0498 -0.1072 0.027
H -1.1095 -2.1764 0.4621 0.2899 0.0986 0.4861 0.023
H -0.3790 -2.8164 -0.9908 0.5335 1.6355 1.0971 0.060
H 0.6637 -1.7622 0.2214 -0.9464 -0.5352 -0.4574 0.023
H -0.0351 1.8894 -0.5128 0.1655 0.6344 0.0537 0.065
H -1.2920 1.3868 0.6198 0.6805 -0.1043 -0.2490 0.087
H 0.7416 1.6140 1.9848 -0.1815 -0.0338 -0.7730 0.119
H 0.4123 -0.0594 1.8726 0.0127 0.6748 -0.8928 0.123
H 2.2883 -0.3281 0.1831 0.2160 -0.5584 0.4137 0.114
H 2.4236 1.3383 0.0810 0.0971 0.1094 0.0526 0.135
```
Positions in Å, forces in eV/Å.


# 4
Density functional theory data (ωB97M-V/def2-TZVPD) for a gas-phase ion, C6H12F3N3O2P (charge +1).

The charge is +1. The SMILES is O=[PH2][C@H]1NC(NCCC(F)(F)F)=[NH+]CO1. For the LUMO energy, the calculation gives -3.368 eV. Its orbital gap is 0.38657 Ha. The value obtained for the strongest force on any atom is 1.71 eV/A. The value obtained for the highest occupied orbital energy is -13.89 eV.

XYZ file:
```
27
Properties=species:S:1:pos:R:3:forces:R:3:lowdin_charge:R:1
O 3.7577 1.7974 0.1578 0.0279 0.6810 -1.0882 -0.407
P 3.4082 0.8720 1.2322 0.5150 0.4960 0.2319 0.769
C 2.0013 -0.2293 0.7105 0.0605 -0.0482 0.5814 -0.396
N 1.4283 0.3127 -0.5469 0.3865 1.1105 0.5694 0.143
C 0.3259 -0.3465 -0.8456 -0.7183 -1.3603 -0.6308 -0.364
N -0.8447 0.1687 -1.0601 -0.5013 1.2844 -0.2328 0.159
C -1.1242 1.6079 -0.9764 -0.2274 -0.0205 0.3636 -0.120
C -2.5826 1.8258 -0.6246 0.8011 -0.5881 -0.3962 -0.027
C -2.9099 1.2230 0.7215 -0.4106 0.5607 -0.9683 -0.712
F -1.8522 1.1007 1.4984 1.3229 -0.0937 0.9506 0.160
F -3.4311 0.0168 0.5865 -0.3484 -1.4674 -0.2341 0.163
F -3.7875 1.9593 1.3424 -1.0510 0.9089 0.8939 0.196
N 0.4490 -1.7119 -0.9061 0.5934 -0.1400 1.5952 0.146
C 1.8405 -2.0933 -0.6464 0.0082 -0.4042 -0.7987 -0.160
O 2.3150 -1.5806 0.5694 0.2962 0.0594 -0.0415 -0.063
H 4.4961 0.0953 1.6683 -0.4446 -0.4092 0.2264 0.039
H 2.8972 1.5626 2.3512 -0.0574 -0.5241 0.2170 0.029
H 1.2346 -0.1600 1.4866 -0.1495 0.0919 0.1916 0.131
H 1.3688 1.3242 -0.5711 0.4545 0.0581 -0.1417 0.141
H -1.6234 -0.4330 -1.2865 0.1537 -0.2536 -0.2520 0.176
H -0.8491 2.1125 -1.8880 -0.0292 0.0485 -0.4758 0.141
H -0.5427 2.0397 -0.1785 0.4399 0.0608 0.2750 0.123
H -2.8053 2.8752 -0.6112 -0.1463 0.4627 -0.0661 0.141
H -3.1752 1.3178 -1.3698 -0.5699 0.1224 -0.2199 0.138
H -0.1187 -2.1035 -0.1538 -0.4760 -0.4522 -0.5368 0.169
H 1.9511 -3.1576 -0.6115 -0.2495 -0.5578 0.2267 0.144
H 2.4205 -1.7605 -1.4912 0.3197 0.3742 -0.2397 0.142
```
Positions in Å, forces in eV/Å.


# 5
Density functional theory data (ωB97M-V/def2-TZVPD) for a single C6H12F3NOSi molecule.

The charge is 0. The SMILES is CN(C(=O)C(F)(F)F)[Si](C)(C)C. For the LUMO energy, the calculation gives 0.676 eV. Its orbital gap is 0.38205 Ha. The value obtained for the strongest force on any atom is 2.65 eV/A. The value obtained for the highest occupied orbital energy is -9.72 eV.

XYZ file:
```
24
Properties=species:S:1:pos:R:3:forces:R:3:lowdin_charge:R:1
C 1.6380 -0.5176 -1.1625 0.2351 -0.4451 -0.3776 -0.079
N 0.6809 0.1055 -0.2828 -0.2070 0.8902 1.1388 -0.109
C 1.0411 1.0944 0.6118 -0.1937 -0.7759 -0.3360 -0.384
O 0.2706 1.6590 1.3667 0.3404 -0.1214 -0.6252 0.067
C 2.5572 1.3986 0.8070 -2.5748 0.5476 0.3407 -0.558
F 2.6238 2.6227 1.3449 0.8935 -0.4962 -0.0316 0.162
F 3.2295 1.3817 -0.3336 1.1706 0.1978 0.3546 0.150
F 2.9784 0.4701 1.6810 0.9278 0.3085 -0.3036 0.165
Si -1.0203 -0.3794 -0.1027 -0.9827 0.8748 0.6323 0.533
C -1.9197 1.2067 -0.5627 -0.0721 -0.3876 0.4056 -0.156
C -1.2715 -0.7827 1.7305 -0.0763 -0.4222 -0.6305 -0.155
C -1.5022 -1.8439 -1.1672 -0.3452 0.8472 0.4292 -0.165
H 1.1435 -1.1074 -1.9496 0.0115 0.0875 0.5373 0.089
H 2.2023 0.2530 -1.6608 0.1886 -0.1929 -0.3637 0.078
H 2.3088 -1.1486 -0.5718 0.1147 -0.1375 -0.3980 0.098
H -1.2582 1.8133 -1.1556 0.3053 0.3309 -0.3491 0.025
H -2.1030 1.7531 0.3624 -0.0687 0.0173 -0.0396 0.033
H -2.8466 1.1099 -1.1015 -0.4496 -0.1906 -0.2008 0.021
H -0.8510 0.0005 2.3626 -0.5259 0.0142 -0.0727 0.024
H -2.3049 -1.0940 2.0189 0.8831 0.3068 -0.1926 0.050
H -0.5832 -1.6163 1.8400 -0.0910 -0.5845 0.3933 0.022
H -0.9458 -2.7394 -0.9913 0.3443 -0.6217 0.1996 0.023
H -1.5238 -1.6411 -2.2247 0.0904 0.1651 -0.4481 0.026
H -2.5439 -1.9982 -0.8590 0.0815 -0.2123 -0.0622 0.040
```
Positions in Å, forces in eV/Å.